A 4-piece molecular cluster, C25H24F25O6PS overall in a non-equilibrium geometry. Source: OMol25; level of theory: ωB97M-V with the def2-TZVPD basis set.

Each atom is followed by the atoms it is bonded to, with distances in Å.
Atoms and positions in Å:
1 C -4.430 0.380 4.379  C2 1.526, H17 1.077, H18 1.082, H19 1.081
2 C -4.630 -0.926 3.615  C1 1.526, C3 1.530, H20 1.078, H21 1.084
3 C -4.908 -0.785 2.118  C2 1.530, F4 1.378, C5 1.490, H22 1.081
4 F -5.667 0.321 1.804  C3 1.378
5 C -3.642 -0.845 1.334  C3 1.490, C6 1.334, C15 1.498
6 C -2.816 0.145 0.988  C5 1.334, P7 1.815, C9 1.490
7 P -3.078 1.905 1.341  C6 1.815, S8 1.955, H23 1.403, H24 1.391
8 S -1.507 2.811 2.071  P7 1.955
9 C -1.579 -0.185 0.227  C6 1.490, O10 1.223, C11 1.477
10 O -1.076 0.595 -0.570  C9 1.223
11 C -0.999 -1.524 0.455  C9 1.477, C12 1.487, C13 1.332
12 C 0.455 -1.737 0.231  C11 1.487, H25 1.077, H26 1.079, H27 1.079
13 C -1.820 -2.514 0.801  C11 1.332, O14 1.355, C15 1.478
14 O -1.400 -3.782 1.029  C13 1.355, H28 0.965
15 C -3.267 -2.237 0.931  C5 1.498, C13 1.478, O16 1.231
16 O -4.117 -3.103 0.730  C15 1.231
17 H -4.463 0.200 5.440  C1 1.077
18 H -3.461 0.793 4.130  C1 1.082
19 H -5.166 1.107 4.065  C1 1.081
20 H -5.382 -1.542 4.082  C2 1.078
21 H -3.710 -1.493 3.700  C2 1.084
22 H -5.484 -1.652 1.827  C3 1.081
23 H -3.450 2.479 0.116  P7 1.403
24 H -4.186 2.060 2.168  P7 1.391
25 H 0.565 -2.594 -0.412  C12 1.077
26 H 0.853 -0.885 -0.297  C12 1.079
27 H 0.993 -1.928 1.147  C12 1.079
28 H -1.665 -4.352 0.297  O14 0.965
29 C 4.514 -4.159 -4.128  C30 1.540, O36 1.421, H43 1.089, H44 1.090
30 C 3.230 -3.875 -3.325  C29 1.540, C31 1.529, F34 1.350, F35 1.364
31 C 2.722 -2.435 -3.256  C30 1.529, F32 1.344, F33 1.361, H45 1.092
32 F 3.591 -1.611 -2.645  C31 1.344
33 F 1.565 -2.417 -2.540  C31 1.361
34 F 3.343 -4.388 -2.082  C30 1.350
35 F 2.233 -4.564 -3.953  C30 1.364
36 O 5.737 -4.331 -3.426  C29 1.421, C37 1.377
37 C 6.588 -3.291 -3.125  O36 1.377, C38 1.532, F41 1.346, F42 1.350
38 C 6.776 -3.126 -1.613  C37 1.532, F39 1.346, F40 1.352, H46 1.092
39 F 5.601 -2.877 -1.005  C38 1.346
40 F 7.601 -2.078 -1.389  C38 1.352
41 F 6.224 -2.138 -3.716  C37 1.346
42 F 7.800 -3.621 -3.620  C37 1.350
43 H 4.339 -5.142 -4.563  C29 1.089
44 H 4.622 -3.477 -4.971  C29 1.090
45 H 2.502 -2.046 -4.252  C31 1.092
46 H 7.214 -4.030 -1.186  C38 1.092
47 C -0.907 -1.810 -4.614  C48 1.543, O54 1.421, H61 1.089, H62 1.090
48 C -0.402 -1.753 -6.070  C47 1.543, C49 1.531, F52 1.346, F53 1.371
49 C -0.430 -0.405 -6.796  C48 1.531, F50 1.344, F51 1.354, H63 1.094
50 F -1.682 0.062 -6.937  C49 1.344
51 F 0.092 -0.572 -8.035  C49 1.354
52 F -1.014 -2.698 -6.808  C48 1.346
53 F 0.924 -2.092 -6.007  C48 1.371
54 O -2.208 -2.316 -4.352  C47 1.421, C55 1.378
55 C -3.335 -1.525 -4.320  O54 1.378, C56 1.532, F59 1.345, F60 1.352
56 C -4.359 -1.945 -5.380  C55 1.532, F57 1.346, F58 1.352, H64 1.092
57 F -3.836 -1.855 -6.617  C56 1.346
58 F -5.425 -1.117 -5.307  C56 1.352
59 F -3.049 -0.213 -4.387  C55 1.345
60 F -3.926 -1.737 -3.122  C55 1.352
61 H -0.260 -2.546 -4.140  C47 1.089
62 H -0.724 -0.874 -4.085  C47 1.090
63 H 0.175 0.334 -6.263  C49 1.094
64 H -4.684 -2.972 -5.205  C56 1.092
65 C 2.306 4.809 5.277  C66 1.541, O72 1.423, H79 1.088, H80 1.090
66 C 0.920 4.887 4.608  C65 1.541, C67 1.532, F70 1.349, F71 1.361
67 C 0.552 6.167 3.851  C66 1.532, F68 1.349, F69 1.350, H81 1.094
68 F 0.518 7.241 4.666  C67 1.349
69 F -0.680 6.018 3.317  C67 1.350
70 F -0.038 4.578 5.507  C66 1.349
71 F 0.919 3.907 3.663  C66 1.361
72 O 2.410 5.019 6.681  C65 1.423, C73 1.375
73 C 2.616 6.254 7.250  O72 1.375, C74 1.532, F77 1.346, F78 1.353
74 C 1.464 6.657 8.177  C73 1.532, F75 1.345, F76 1.354, H82 1.092
75 F 0.300 6.713 7.507  C74 1.345
76 F 1.723 7.884 8.686  C74 1.354
77 F 2.888 7.208 6.340  C73 1.346
78 F 3.709 6.144 8.039  C73 1.353
79 H 2.592 3.765 5.165  C65 1.088
80 H 3.053 5.382 4.727  C65 1.090
81 H 1.262 6.352 3.040  C67 1.094
82 H 1.370 5.939 8.994  C74 1.092

As for the net charge: 0. The value obtained for the HOMO-LUMO gap is 6.9572 eV. As for the SMILES: CC[C@@H](F)C1=C([PH2]=S)C(=O)C(C)=C(O)C1=O.FC(F)C(F)(F)COC(F)(F)C(F)F.FC(F)C(F)(F)COC(F)(F)C(F)F.FC(F)C(F)(F)COC(F)(F)C(F)F. The value obtained for the highest occupied orbital energy is -8.565 eV.